This record from the Open Molecules 2025 dataset describes a cluster of 11 separate species, C3H29N2O10 in total. The level of theory is ωB97M-V/def2-TZVPD.

Geometry as ORCA input:
```
! RIJCOSX wB97M-V def2-TZVPD def2/J DEFGRID3
* xyz 1 1
C 2.988 -1.393 -1.577
C 1.614 -1.031 -1.133
C 0.906 -0.028 -1.714
N 1.442 0.968 -2.496
N 0.998 -1.639 0.059
H 3.638 -0.661 -0.990
H 3.045 -1.199 -2.649
H 3.273 -2.398 -1.292
H -0.105 0.205 -1.433
H 2.336 0.849 -2.953
H 0.774 1.514 -3.034
H 1.618 -1.545 0.844
H 0.872 -2.640 -0.034
H 0.191 -1.108 0.340
H -1.974 -2.124 -2.336
H -2.691 -1.092 -3.220
O -2.025 -1.160 -2.492
H -0.537 -4.174 -2.010
H -1.414 -4.274 -0.861
O -0.811 -3.630 -1.247
H 1.076 0.359 2.407
H 2.606 0.230 2.121
O 1.729 -0.015 1.803
H 2.012 2.127 -0.848
H 2.963 3.358 -1.263
O 2.793 2.675 -0.619
H -3.210 -0.231 0.352
H -2.939 -1.051 -1.024
O -3.342 -1.053 -0.130
H 0.471 3.051 1.773
H 1.344 3.004 0.557
O 0.414 3.139 0.812
H -1.273 -0.614 2.207
H -1.970 -1.481 1.037
O -1.186 -1.373 1.621
H -1.105 1.411 3.289
H -0.047 1.354 4.362
O -0.137 1.229 3.418
H -3.507 0.766 2.925
H -2.328 1.260 1.849
O -2.586 0.784 2.668
H -2.706 2.755 0.005
H -1.165 2.662 0.464
O -2.044 2.218 0.440
*
```

Output
HOMO level, eV: -11.441
Orbital gap, eV: 9.005
Largest force on an atom, hartree/bohr: 0.05340
LUMO level, eV: -2.44

***

This record from the Open Molecules 2025 dataset describes a cluster of 2 separate species, C7H19N3 in total. The level of theory is ωB97M-V/def2-TZVPD.

Geometry as ORCA input:
```
! RIJCOSX wB97M-V def2-TZVPD def2/J DEFGRID3
* xyz 0 1
C -1.102 -1.273 1.189
C 1.155 -0.315 1.264
C 0.755 -2.215 -0.134
C -2.115 -2.018 0.322
N 0.157 -1.004 0.438
N -1.736 -0.069 1.694
H -0.863 -1.895 2.068
H -1.194 0.391 2.413
H -1.914 0.594 0.949
H 0.771 0.641 1.615
H 1.460 -0.916 2.136
H 2.034 -0.097 0.658
H 0.959 -2.985 0.628
H 1.700 -1.952 -0.612
H 0.109 -2.645 -0.897
H -2.298 -1.467 -0.605
H -1.789 -3.025 0.065
H -3.053 -2.093 0.869
C 0.082 3.028 -0.564
C 0.931 2.081 -1.353
N 0.286 0.825 -1.877
C 2.197 1.980 -1.752
H -0.462 0.962 -2.556
H 0.011 0.158 -1.131
H 0.680 3.879 -0.239
H -0.763 3.412 -1.147
H -0.339 2.550 0.329
H 2.912 2.760 -1.481
H 1.426 0.709 -2.290
*
```

Output
HOMO level, eV: -7.599
Orbital gap, eV: 8.396
Largest force on an atom, hartree/bohr: 0.00425
LUMO level, eV: 0.80

***

This record from the Open Molecules 2025 dataset describes a structure of composition C23H21AsCl3N2O2PdS6. The level of theory is ωB97M-V/def2-TZVPD.

Geometry as ORCA input:
```
! RIJCOSX wB97M-V def2-TZVPD def2/J DEFGRID3
* xyz -1 1
Pd 0.355 0.215 -0.491
S 0.491 -3.029 -4.101
As 0.567 -2.840 -2.021
S -1.026 -1.427 -1.252
S 1.906 -1.194 -1.312
S 0.728 -4.613 -0.908
C -0.895 1.032 3.878
S -0.379 0.807 2.169
O 0.500 1.992 1.900
C 0.672 -0.609 2.456
C 2.000 -0.393 2.793
C 2.844 -1.488 2.903
C 2.358 -2.765 2.669
C 1.029 -2.965 2.324
C 0.179 -1.878 2.197
H -0.007 1.204 4.486
H -1.419 0.131 4.200
H -1.559 1.895 3.912
H 2.360 0.619 2.927
H 3.890 -1.340 3.143
H 3.028 -3.613 2.712
H 0.675 -3.952 2.069
H -0.837 -2.015 1.848
Cl -9.268 6.700 1.722
C -7.855 5.821 1.215
C -6.844 5.563 2.125
C -5.731 4.854 1.708
C -5.604 4.400 0.399
C -4.380 3.622 -0.026
C -3.283 4.521 -0.604
N -2.235 3.678 -1.142
C -2.334 2.965 -2.326
C -1.425 1.960 -2.242
N -0.786 2.032 -1.017
C -1.292 3.062 -0.392
O -3.830 2.918 1.076
C -3.941 1.488 0.960
C -5.378 1.078 0.846
C -5.969 0.589 -0.280
Cl -5.213 0.252 -1.780
S -7.651 0.320 -0.087
C -7.595 0.893 1.527
C -6.338 1.251 1.891
C -6.638 4.686 -0.486
Cl -6.554 4.145 -2.140
C -7.767 5.388 -0.094
H -6.933 5.909 3.145
H -4.942 4.618 2.409
H -4.668 2.925 -0.815
H -2.872 5.150 0.187
H -3.681 5.160 -1.392
H -3.033 3.242 -3.096
H -1.190 1.179 -2.946
H -1.026 3.369 0.607
H -3.492 1.093 1.871
H -3.356 1.123 0.112
H -8.494 0.919 2.121
H -6.081 1.636 2.868
H -8.562 5.586 -0.798
*
```

Output
HOMO level, eV: -3.908
Orbital gap, eV: 5.567
Largest force on an atom, hartree/bohr: 0.02533
LUMO level, eV: 1.66

***

This record from the Open Molecules 2025 dataset describes an isolated molecule of C4H12N2S. The level of theory is ωB97M-V/def2-TZVPD.

Geometry as ORCA input:
```
! RIJCOSX wB97M-V def2-TZVPD def2/J DEFGRID3
* xyz 0 1
N -0.579 0.672 3.171
C -0.611 -0.678 2.557
C 0.537 -0.952 1.586
N 0.635 -0.073 0.368
C -0.614 -0.431 -0.498
C -0.740 0.532 -1.715
S 0.751 0.338 -2.879
H -1.285 1.406 2.852
H 0.302 1.013 3.447
H -0.656 -1.392 3.344
H -1.639 -0.761 2.144
H 0.399 -2.021 1.368
H 1.602 -0.994 2.347
H 0.350 0.882 0.678
H -1.434 -0.239 0.134
H -0.584 -1.458 -0.821
H -1.615 0.210 -2.271
H -0.646 1.529 -1.228
H 1.368 1.404 -2.268
*
```

Output
HOMO level, eV: -8.861
Orbital gap, eV: 9.667
Largest force on an atom, hartree/bohr: 0.07514
LUMO level, eV: 0.81

***

This record from the Open Molecules 2025 dataset describes an isolated molecule of C3H9NS. The level of theory is ωB97M-V/def2-TZVPD.

Geometry as ORCA input:
```
! RIJCOSX wB97M-V def2-TZVPD def2/J DEFGRID3
* xyz 0 1
N 1.165 -0.661 -1.840
C -0.048 -0.158 -1.174
C 0.324 0.494 0.154
C -0.794 0.577 1.232
S -0.862 -0.894 2.367
H 1.133 -0.481 -2.826
H 1.312 -1.661 -1.754
H -0.752 -0.970 -0.982
H -0.467 0.544 -1.893
H 0.847 1.440 0.053
H 1.029 -0.217 0.598
H -0.523 1.452 1.816
H -1.782 0.698 0.805
H -0.581 -0.161 3.445
*
```

Output
HOMO level, eV: -9.048
Orbital gap, eV: 10.049
Largest force on an atom, hartree/bohr: 0.03082
LUMO level, eV: 1.00

***

> Number 4 is which compound?

C4H12N2S

***

> Which of these has the highest orbital gap?

C3H9NS

***

> Which of these has the highest LUMO level?

C23H21AsCl3N2O2PdS6